[1]
A molecular structure, C11H27NO6S at a distorted geometry, computed with wB97M-V/def2-TZVPD.

Last column: Löwdin charge in e.
Positions of all 46 atoms, in Å:
N 2.780 0.426 -0.847  0.000
C 2.043 1.568 -0.295  -0.289
C 0.705 1.839 -0.976  -0.226
C -0.035 3.046 -0.407  -0.209
C -1.127 3.612 -1.320  -0.183
C -2.106 2.570 -1.882  -0.138
C -3.435 2.516 -1.163  -0.305
C -4.261 1.282 -1.585  -0.133
O -4.962 0.887 -0.388  -0.173
S -3.875 1.031 0.775  0.586
O -4.533 1.206 2.012  -0.197
O -2.890 0.013 0.627  -0.232
O -3.278 2.395 0.261  -0.149
H 3.011 0.611 -1.815  0.066
H 2.185 -0.393 -0.846  0.058
H 2.677 2.446 -0.422  0.111
H 1.871 1.369 0.762  0.113
H 0.076 0.949 -0.867  0.104
H 0.855 1.978 -2.052  0.119
H 0.692 3.849 -0.243  0.112
H -0.445 2.822 0.580  0.114
H -1.681 4.385 -0.785  0.115
H -0.641 4.117 -2.157  0.111
H -1.682 1.568 -1.884  0.106
H -2.335 2.815 -2.923  0.131
H -4.054 3.387 -1.374  0.159
H -3.641 0.439 -1.895  0.127
H -4.973 1.478 -2.381  0.139
C 5.012 -3.640 0.935  -0.095
C 4.368 -2.582 0.058  -0.339
O 4.442 -2.919 -1.327  -0.088
H 6.057 -3.778 0.656  0.075
H 4.964 -3.357 1.987  0.073
H 4.507 -4.602 0.818  0.071
H 4.874 -1.626 0.164  0.105
H 3.320 -2.436 0.344  0.094
H 3.987 -3.755 -1.452  0.075
C -0.429 -2.166 2.724  -0.088
C -0.915 -3.471 2.124  -0.327
O -2.318 -3.644 2.293  -0.080
H -0.670 -2.121 3.787  0.077
H 0.650 -2.052 2.603  0.067
H -0.922 -1.322 2.237  0.058
H -0.445 -4.323 2.614  0.109
H -0.663 -3.514 1.058  0.105
H -2.759 -2.904 1.865  0.072

Values from the calculation:
Kohn-Sham gap, eV: 9.862
Electronic energy, Ha: -1339.66331

---

[2]
A molecular structure, C11H28BO10V at a distorted geometry, computed with wB97M-V/def2-TZVPD.

Last column: Löwdin spin population.
Positions of all 51 atoms, in Å:
O 9.482 9.986 2.310  -0.126
V 10.430 8.752 2.164  1.103
C 9.912 8.322 -0.471  0.002
O 10.894 8.785 0.074  0.001
O 9.024 8.103 0.320  -0.040
O 10.125 7.174 -0.856  -0.013
C 9.920 6.245 3.146  0.004
O 9.413 7.313 3.519  -0.001
O 9.103 5.433 2.693  0.014
O 10.643 6.526 2.255  -0.006
B 12.413 9.312 2.908  0.037
H 12.148 10.202 2.358  0.010
H 11.610 9.168 3.613  0.003
H 12.418 8.438 2.275  0.002
H 13.380 9.381 3.382  0.004
C 10.583 10.685 6.068  0.000
C 11.459 11.904 5.767  0.000
C 11.514 12.870 6.934  0.000
O 12.740 11.678 5.389  0.001
H 10.551 9.861 5.355  0.000
H 9.571 11.077 5.964  0.000
H 10.620 10.283 7.080  0.000
H 11.027 12.283 4.842  0.000
H 11.856 12.387 7.849  0.000
H 10.623 13.406 7.261  0.000
H 12.210 13.655 6.637  0.000
H 12.747 11.145 4.591  0.000
C 17.191 8.672 2.159  0.000
C 15.909 9.028 2.836  0.000
C 16.315 9.557 4.272  0.000
O 15.105 10.009 2.235  0.001
H 17.175 8.373 1.111  0.000
H 17.611 7.817 2.689  0.000
H 17.900 9.500 2.186  0.000
H 15.263 8.150 2.832  0.000
H 16.800 8.708 4.755  0.000
H 15.472 9.871 4.887  0.000
H 17.033 10.371 4.173  0.000
H 14.250 9.865 2.648  0.001
C 13.277 4.296 2.512  0.000
C 13.875 5.496 1.815  0.000
C 15.298 5.228 1.200  0.000
O 13.000 5.942 0.847  0.000
H 12.471 4.494 3.218  0.000
H 14.078 3.827 3.085  0.000
H 12.946 3.621 1.723  0.000
H 13.959 6.424 2.381  0.000
H 16.105 5.200 1.932  0.000
H 15.426 6.009 0.449  0.000
H 15.223 4.274 0.679  0.000
H 12.271 6.329 1.337  0.000

Values from the calculation:
Kohn-Sham gap (alpha / beta), eV: 2.375 / 2.502
Multiplicity: 2
Total charge: -3
Electronic energy, Ha: -2156.69691

---

[3]
A molecular structure, C11H28BaF3N3O10S at a distorted geometry, computed with wB97M-V/def2-TZVPD.

Last column: Löwdin charge in e.
Positions of all 57 atoms, in Å:
Ba 0.009 -0.321 0.217  2.078
N -2.227 -2.745 2.640  -0.620
O -3.002 -3.608 2.206  -0.024
O -2.206 -2.426 3.840  -0.040
O -1.496 -2.108 1.829  -0.236
C -0.445 1.433 -4.641  -0.660
F -1.720 1.441 -4.258  0.126
F -0.187 0.301 -5.294  0.140
F -0.213 2.444 -5.463  0.146
S 0.623 1.642 -3.088  0.507
O -0.049 0.768 -2.099  -0.571
O 1.937 1.116 -3.400  -0.323
O 0.593 3.038 -2.765  -0.286
C 4.694 -1.181 -1.298  -0.051
C 3.311 -1.310 -0.656  -0.413
C 3.361 -1.694 0.825  -0.174
O 2.002 -1.723 1.306  -0.383
C 1.926 -2.121 2.681  -0.093
N 2.559 -0.057 -0.865  -0.067
H 4.661 -0.976 -2.370  0.084
H 5.303 -2.086 -1.226  0.080
H 5.254 -0.336 -0.890  0.082
H 2.749 -2.129 -1.114  0.144
H 3.979 -0.946 1.335  0.134
H 3.752 -2.695 1.011  0.135
H 2.491 -1.518 3.394  0.094
H 2.117 -3.184 2.831  0.102
H 0.881 -1.962 2.955  0.066
H 3.119 0.704 -0.486  0.086
H 2.516 0.170 -1.859  0.034
C -4.315 -0.762 -2.260  -0.059
C -3.164 -0.173 -1.441  -0.403
C -3.546 0.431 -0.078  -0.161
O -2.407 1.071 0.559  -0.325
C -2.839 1.943 1.600  -0.080
N -2.224 -1.328 -1.253  -0.060
H -5.078 0.001 -2.465  0.081
H -4.869 -1.453 -1.620  0.086
H -4.009 -1.146 -3.228  0.083
H -2.666 0.567 -2.067  0.114
H -3.912 -0.402 0.532  0.138
H -4.381 1.129 -0.170  0.128
H -3.442 1.395 2.331  0.103
H -3.556 2.656 1.179  0.093
H -1.959 2.406 2.029  0.070
H -2.735 -2.105 -0.843  0.082
H -1.961 -1.628 -2.186  0.078
C 1.126 2.654 2.070  -0.199
C 1.243 1.452 3.050  -0.203
O 0.143 0.561 2.853  -0.199
O 1.380 2.212 0.723  -0.155
H 1.914 3.365 2.335  0.124
H 0.183 3.184 2.213  0.113
H 1.329 1.766 4.091  0.131
H 2.160 0.887 2.861  0.110
H -0.328 0.388 3.675  0.112
H 1.623 2.993 0.212  0.104

Values from the calculation:
Kohn-Sham gap, eV: 8.114
Relative energy (zero: lowest compared OMol25 entry of this formula, charge and spin), kcal/mol: 19.3
Electronic energy, Ha: -2075.87331

---

[4]
A molecular structure, C11H28Br2FKO9S3 at a distorted geometry, computed with wB97M-V/def2-TZVPD.

Last column: Löwdin charge in e.
Positions of all 55 atoms, in Å:
K -1.969 -0.295 0.560  0.777
F -3.947 -1.644 -0.770  -0.820
Br -0.218 -3.818 4.902  0.650
C 0.817 -2.371 4.135  -0.704
C -0.116 -1.218 3.742  -0.641
Br 0.979 0.426 3.683  0.705
H 1.178 -2.805 3.211  0.042
H 1.542 -1.984 4.842  0.038
H -0.895 -0.993 4.460  0.036
H -0.573 -1.531 2.787  0.057
O -3.118 0.118 3.415  -0.286
S -2.934 1.533 3.516  0.609
O -2.431 2.147 4.737  -0.273
O -1.945 1.985 2.298  -0.340
C -1.721 3.381 2.158  -0.287
C -0.258 3.754 2.060  -0.066
C -4.486 2.279 2.945  -0.085
H -2.209 3.994 2.917  0.114
H -2.181 3.710 1.217  0.130
H 0.410 3.144 2.670  0.036
H -0.034 4.795 2.303  0.085
H 0.180 3.673 1.058  0.076
H -5.276 1.938 3.612  0.081
H -4.756 1.766 2.020  0.084
H -4.345 3.344 2.815  0.063
O 2.583 -0.943 -1.387  -0.261
S 2.252 -0.478 -0.070  0.622
O 0.882 -0.258 0.290  -0.357
O 2.910 -1.482 1.045  -0.267
C 4.036 -2.247 0.660  -0.290
C 5.352 -1.476 0.643  -0.075
C 3.168 1.046 0.329  -0.088
H 3.912 -2.778 -0.292  0.120
H 4.145 -3.151 1.268  0.125
H 6.119 -2.258 0.594  0.083
H 5.616 -0.892 1.520  0.080
H 5.466 -0.923 -0.290  0.076
H 3.760 1.291 -0.547  0.070
H 3.749 0.839 1.220  0.057
H 2.450 1.820 0.588  0.054
O -3.232 -0.990 -3.826  -0.255
S -1.858 -0.677 -3.545  0.623
O -1.348 -0.496 -2.209  -0.347
O -0.868 -1.736 -4.256  -0.237
C -1.206 -2.219 -5.542  -0.269
C -0.343 -1.634 -6.673  -0.078
C -1.477 0.833 -4.480  -0.110
H -2.231 -1.993 -5.838  0.112
H -1.039 -3.293 -5.572  0.124
H 0.621 -2.155 -6.747  0.073
H 0.004 -0.607 -6.558  0.064
H -0.796 -1.786 -7.652  0.078
H -1.756 0.621 -5.508  0.055
H -0.432 1.123 -4.434  0.068
H -2.131 1.572 -4.021  0.067

Values from the calculation:
Kohn-Sham gap, eV: 6.838
Electronic energy, Ha: -8155.40378

---

[5]
A molecular structure, C11H28NbOY at a distorted geometry, computed with wB97M-V/def2-TZVPD.

Last column: Löwdin charge in e.
Positions of all 42 atoms, in Å:
C 0.052 3.170 -2.953  -0.063
C -1.232 2.322 -2.624  -0.310
C -0.885 1.382 -1.330  -0.185
C -1.535 -0.122 -1.456  -0.206
C -2.819 -0.317 -0.482  -0.285
C -2.492 -0.811 0.961  -0.164
C -1.473 0.069 1.759  -0.252
C 0.032 -0.217 1.417  -0.358
Nb 1.279 -0.780 3.232  1.280
C 2.823 -1.724 1.864  -0.289
C 2.926 -1.104 0.433  -0.257
C 2.290 -2.039 -0.660  -0.259
O 2.155 -1.363 -1.911  -0.062
H 0.942 2.519 -3.026  0.093
H 0.237 3.920 -2.165  0.102
H -0.080 3.708 -3.912  0.098
H -1.568 1.713 -3.535  0.087
H -2.037 3.082 -2.282  0.093
H -1.255 1.898 -0.422  0.102
H 0.218 1.335 -1.266  0.102
H -1.849 -0.240 -2.572  0.069
H -0.727 -0.854 -1.292  0.115
H -3.487 0.649 -0.458  -0.006
H -3.480 -1.141 -0.964  0.139
H -3.446 -0.764 1.531  0.130
H -2.211 -1.885 0.959  0.139
H -1.645 -0.130 2.847  0.081
H -1.635 1.161 1.627  0.113
H 0.065 -1.048 0.678  0.033
H 0.516 0.669 0.948  0.038
H 0.435 -2.401 3.388  -0.087
H 2.269 -1.195 4.696  -0.060
H 2.142 0.826 3.178  -0.086
H 0.058 -0.038 4.378  -0.047
H 2.553 -2.795 1.752  0.063
H 3.823 -1.632 2.359  0.092
H 2.575 -0.055 0.349  0.087
H 4.013 -1.076 0.184  0.133
H 1.328 -2.487 -0.334  0.104
H 3.025 -2.843 -0.850  0.139
H 1.703 -0.530 -1.771  0.046
Y -3.605 1.167 -2.277  1.498

Values from the calculation:
Kohn-Sham gap, eV: 2.054
Total charge: +2
Electronic energy, Ha: -605.21787

---

[6]
A molecular structure, C11H29AuN4SSeSi, computed with wB97M-V/def2-TZVPD.

Last column: Löwdin charge in e.
Positions of all 48 atoms, in Å:
Au 0.727 0.287 -0.235  0.221
N 3.553 0.065 0.718  -0.039
C 3.450 1.041 1.803  -0.326
C 2.782 0.423 3.024  -0.225
C 2.347 1.456 4.060  -0.212
C 1.173 2.328 3.618  -0.297
N 0.008 1.506 3.291  0.001
H 4.140 -0.716 0.986  0.068
H 3.958 0.489 -0.108  0.041
H 2.850 1.869 1.422  0.048
H 4.423 1.461 2.096  0.111
H 3.471 -0.288 3.490  0.107
H 1.911 -0.146 2.690  0.079
H 3.189 2.108 4.316  0.109
H 2.067 0.946 4.988  0.105
H 1.441 2.891 2.721  0.093
H 0.974 3.068 4.405  0.103
H -0.740 2.058 2.894  0.054
H -0.356 1.039 4.113  0.069
C 0.032 4.831 -2.776  -0.240
Si -0.145 3.619 -1.354  0.038
C -0.230 4.595 0.246  -0.232
C -1.770 2.695 -1.551  -0.250
Se 1.653 2.250 -1.336  0.187
H -0.787 5.555 -2.782  0.027
H 0.039 4.309 -3.735  0.024
H 0.972 5.380 -2.693  0.025
H -1.054 5.314 0.235  0.027
H 0.700 5.144 0.408  0.028
H -0.371 3.925 1.098  0.005
H -2.610 3.396 -1.568  0.028
H -1.911 2.007 -0.715  0.005
H -1.795 2.104 -2.469  0.015
S -0.523 -1.505 0.621  0.568
C -1.708 -1.746 -0.589  -0.799
N -1.801 -0.985 -1.675  0.014
C -2.802 -1.157 -2.718  -0.164
C -3.254 -2.606 -2.755  -0.163
C -3.672 -3.032 -1.358  -0.169
N -2.591 -2.742 -0.427  0.004
H -1.107 -0.245 -1.738  0.051
H -2.353 -0.862 -3.665  0.127
H -3.654 -0.496 -2.532  0.124
H -2.435 -3.239 -3.101  0.125
H -4.089 -2.720 -3.445  0.119
H -3.876 -4.101 -1.321  0.123
H -4.584 -2.506 -1.059  0.123
H -2.501 -3.275 0.421  0.121

Values from the calculation:
Kohn-Sham gap, eV: 7.508
Relative energy (zero: lowest compared OMol25 entry of this formula, charge and spin), kcal/mol: 0.0
Electronic energy, Ha: -3880.47627

---

- electronic energy of number 1 (C11H27NO6S)?
  -1339.66331 Ha